# 1
12
Properties=species:S:1:pos:R:3:lowdin_spin:R:1 method="wB97M-V/def2-TZVPD" gap_ev="6.20 / 6.89" spin_multiplicity=3 s_squared=2.021 e_above_lowest_kj_mol=0.0
C 1.88 -1.29 0.94 0.055
C 1.57 1.02 0.37 0.375
C -2.15 0.33 -0.66 0.000
C -2.71 -0.81 -0.47 0.000
C 2.19 -0.12 0.16 0.488
N 1.74 -2.30 1.46 0.198
N 1.12 2.04 0.79 0.499
O -1.38 1.21 -0.75 0.001
Cl 3.36 -0.15 -1.11 0.350
H -3.75 -0.92 -0.07 0.000
H 0.22 2.49 0.38 0.034
H -2.08 -1.51 -1.02 0.000

# 2
13
Properties=species:S:1:pos:R:3:lowdin_spin:R:1 method="wB97M-V/def2-TZVPD" gap_ev="3.15 / 8.89" spin_multiplicity=2 s_squared=0.750 e_above_lowest_kj_mol=129.7 total_charge=-1
C 0.12 3.08 0.87 0.160
H 0.70 2.13 0.68 0.016
H 0.44 4.06 0.36 0.012
H -0.89 2.88 0.57 0.044
H 0.28 3.19 1.96 0.010
C 1.02 -2.05 -0.41 0.071
C -0.02 -1.21 -0.68 0.271
N -1.01 -0.60 0.04 0.105
H 1.27 -2.58 0.62 0.004
H 1.70 -2.39 -1.21 0.013
H 0.00 -1.01 -1.81 0.077
H -1.51 0.08 -0.51 0.143
H -1.68 -1.12 0.42 0.074

# 3
57
Properties=species:S:1:pos:R:3:lowdin_charge:R:1 method="wB97M-V/def2-TZVPD" gap_ev=4.42 total_charge=-1
C -2.76 0.44 4.96 -0.065
O -1.48 0.04 4.39 -0.077
C -1.43 -0.83 3.37 -0.195
C -0.21 -1.14 2.81 0.038
C -0.11 -2.01 1.70 -0.185
C 1.17 -2.16 1.06 -0.213
C 1.35 -2.70 -0.26 -0.148
C 0.26 -2.69 -1.18 -0.033
C 0.30 -3.32 -2.41 -0.025
C 1.51 -3.91 -2.89 -0.223
N 1.54 -4.52 -4.10 -0.198
C 2.75 -4.94 -4.78 -0.060
C 0.31 -4.79 -4.85 -0.069
C 2.65 -3.81 -2.04 -0.009
C 2.59 -3.21 -0.79 0.022
C -1.18 -2.87 1.39 0.031
C -2.45 -2.51 1.76 -0.206
O -3.48 -3.09 1.11 -0.091
C -4.71 -2.36 0.92 -0.057
C -2.65 -1.45 2.79 -0.241
O -3.79 -1.07 3.17 -0.044
H -2.45 1.12 5.76 0.083
H -3.35 0.98 4.20 0.091
H -3.30 -0.43 5.35 0.092
H 0.65 -0.57 3.19 0.121
H 3.01 -2.62 1.60 0.013
H -0.65 -2.18 -0.85 0.117
H -0.63 -3.35 -2.99 0.098
H 3.61 -4.45 -4.33 0.072
H 2.86 -6.02 -4.72 0.091
H 2.67 -4.67 -5.83 0.083
H -0.49 -5.17 -4.21 0.087
H -0.06 -3.89 -5.36 0.090
H 0.54 -5.53 -5.61 0.079
H 3.60 -4.25 -2.38 0.098
H 3.52 -3.17 -0.23 0.093
H -1.04 -3.69 0.69 0.130
H -5.34 -3.11 0.46 0.083
H -5.08 -2.03 1.90 0.070
H -4.55 -1.50 0.26 0.094
Cl 8.50 1.26 5.73 0.646
C 7.40 0.31 4.84 -0.718
C 7.08 0.68 3.53 -0.113
C 6.19 -0.11 2.79 -0.090
C 5.68 -1.24 3.40 -0.328
S 4.71 -2.41 2.42 0.558
C 2.27 -1.84 1.84 -0.635
Cl 2.93 -0.23 1.43 0.670
O 5.23 -2.41 1.07 -0.466
O 4.51 -3.66 3.16 -0.460
C 5.95 -1.62 4.71 -0.078
C 6.84 -0.83 5.43 -0.114
H 7.52 1.55 3.07 0.094
H 5.92 0.14 1.77 0.098
H 2.06 -1.86 2.93 0.100
H 5.49 -2.51 5.13 0.104
H 7.11 -1.11 6.44 0.093

# 4
12
Properties=species:S:1:pos:R:3:lowdin_charge:R:1 method="wB97M-V/def2-TZVPD" gap_ev=9.68 e_above_lowest_kj_mol=267.9
C -0.94 1.13 1.04 -0.057
C 0.38 1.26 -0.77 -0.187
N -0.41 0.47 0.07 -0.109
O 0.25 -2.83 -0.47 -0.598
S -0.58 -3.41 -1.75 0.711
H -1.68 0.64 1.71 0.072
H -1.49 -3.93 -1.02 -0.191
H -1.03 2.22 1.08 0.073
H -0.07 1.10 -1.83 0.109
H 0.37 2.30 -0.53 0.054
H 1.37 0.70 -0.97 0.109
H 0.07 -1.91 -0.18 0.013

# 5
13
Properties=species:S:1:pos:R:3:lowdin_charge:R:1 method="wB97M-V/def2-TZVPD" gap_ev=10.04 e_above_lowest_kj_mol=249.1 total_charge=+1
C -1.20 1.26 0.84 -0.125
C 1.21 -0.59 -0.29 -0.200
N -0.98 0.23 -0.18 -0.034
O 1.59 -0.23 -1.45 0.197
O 1.13 -1.90 -0.20 0.157
H -2.12 1.90 0.75 0.100
H -1.17 1.00 1.90 0.084
H -0.39 2.00 0.57 0.099
H 1.22 -0.03 0.66 0.171
H -1.46 -0.66 0.02 0.113
H -1.09 0.40 -1.16 0.104
H 1.92 -0.94 -2.01 0.178
H 1.35 -2.45 0.55 0.156

# 6
22
Properties=species:S:1:pos:R:3:lowdin_charge:R:1 method="wB97M-V/def2-TZVPD" gap_ev=8.09 e_above_lowest_kj_mol=294.9 total_charge=+1
C -2.57 -0.71 -0.93 -0.158
C -2.07 0.05 0.12 -0.413
C 2.50 -0.75 0.49 -0.024
C 1.26 -1.24 0.89 -0.017
C 2.77 0.22 -0.50 -0.181
C -0.13 -1.11 0.60 0.012
C 1.93 0.68 -1.39 0.060
C -0.21 1.33 0.81 -0.006
N -3.89 -0.54 -1.03 -0.273
N -3.02 0.61 0.88 -0.192
N -0.72 0.03 0.52 -0.059
S -4.46 0.28 0.20 1.088
H -2.09 -1.04 -1.79 0.110
H 3.41 -1.21 0.86 0.122
H 1.43 -2.14 1.54 0.138
H 3.77 0.28 -0.72 0.083
H -0.69 -1.94 0.27 0.150
H 0.88 0.55 -1.31 0.031
H 2.24 1.44 -2.33 0.165
H -0.37 1.63 1.90 0.151
H 0.87 1.56 0.62 0.104
H -0.85 2.03 0.30 0.106

# 7
88
Properties=species:S:1:pos:R:3:lowdin_spin:R:1 method="wB97M-V/def2-TZVPD" gap_ev="4.57 / 4.88" spin_multiplicity=2 s_squared=0.809 e_above_lowest_kj_mol=547.7
Ir 0.05 -1.75 0.68 0.692
C 1.40 -5.33 4.48 0.001
N 2.16 -4.17 4.09 0.008
C 3.48 -3.93 4.34 0.000
C 3.81 -2.77 3.74 0.003
N 2.68 -2.28 3.11 0.002
C 1.66 -3.15 3.35 0.011
S 0.03 -3.09 2.97 0.029
C 2.65 -1.06 2.40 0.014
C 3.83 -0.48 1.96 0.001
C 3.77 0.79 1.42 0.010
C 2.55 1.45 1.38 -0.001
C 1.42 0.76 1.76 0.011
N 1.45 -0.49 2.22 0.045
H 1.93 -5.85 5.27 0.000
H 1.26 -5.99 3.62 0.000
H 0.41 -5.01 4.82 0.001
H 4.08 -4.58 4.95 0.000
H 4.74 -2.24 3.75 0.000
H 4.77 -1.01 2.00 0.000
H 4.65 1.28 1.04 0.001
H 2.50 2.46 1.01 0.000
H 0.44 1.21 1.70 0.001
S -0.97 -4.10 0.06 -0.087
C -0.77 -4.09 -1.64 0.000
C -0.56 -5.29 -2.32 -0.010
C -0.40 -5.32 -3.69 0.007
C -0.20 -6.53 -4.38 0.001
N -0.04 -7.52 -4.95 0.005
C -0.42 -4.10 -4.43 -0.006
C -0.66 -2.91 -3.77 0.012
C -0.85 -2.87 -2.38 0.007
S -1.24 -1.39 -1.61 0.153
C -0.25 -4.11 -5.83 -0.001
N -0.12 -4.08 -6.97 -0.005
H -0.53 -6.21 -1.75 -0.001
H -0.71 -1.99 -4.32 0.001
N -10.46 -0.61 2.95 0.000
C -9.32 -0.58 2.83 0.000
C -7.92 -0.55 2.71 0.000
C -7.27 -1.41 1.81 0.000
C -5.90 -1.40 1.71 0.000
C -5.15 -0.53 2.51 0.000
C -5.79 0.33 3.40 0.000
C -7.17 0.32 3.50 0.000
N -3.75 -0.54 2.44 0.000
C -2.90 -0.31 3.50 0.000
C -1.64 -0.39 3.00 0.000
N -1.70 -0.65 1.66 -0.001
C -2.97 -0.74 1.35 0.000
H -7.86 -2.08 1.20 0.000
H -5.40 -2.08 1.03 0.000
H -5.22 1.02 4.00 0.000
H -7.67 0.98 4.19 0.000
H -3.25 -0.16 4.49 0.000
H -0.71 -0.29 3.51 0.000
H -3.35 -0.90 0.36 -0.001
C 0.10 8.53 -3.03 0.000
C 1.00 7.38 -2.75 0.000
C 1.77 6.80 -3.75 0.000
C 2.63 5.75 -3.48 0.000
C 2.71 5.27 -2.19 0.000
C 1.96 5.83 -1.17 0.000
C 1.11 6.88 -1.45 0.000
S 3.78 3.89 -1.81 0.000
O 5.10 4.11 -2.31 0.000
O 3.65 3.62 -0.39 0.000
N 3.08 2.67 -2.71 0.000
C 1.67 2.49 -2.42 0.000
C 1.18 1.09 -2.74 0.008
C 1.71 0.05 -1.71 0.011
O 2.79 -0.50 -1.96 0.014
O 0.99 -0.08 -0.69 0.094
H -0.15 8.58 -4.09 0.000
H 0.58 9.47 -2.74 0.000
H -0.83 8.45 -2.46 0.000
H 1.70 7.19 -4.76 0.000
H 3.24 5.30 -4.24 0.000
H 2.05 5.43 -0.17 0.000
H 0.51 7.31 -0.66 0.000
H 3.60 1.81 -2.62 0.000
H 1.12 3.21 -3.03 0.000
H 1.47 2.71 -1.36 0.000
H 1.53 0.79 -3.73 0.001
H 0.09 1.06 -2.71 0.000
Se 3.04 -3.08 -2.44 -0.026
C 2.35 -2.94 -0.85 0.001
N 1.87 -2.79 0.21 -0.006

# 8
8
Properties=species:S:1:pos:R:3:lowdin_charge:R:1 method="wB97M-V/def2-TZVPD" gap_ev=7.99 e_above_lowest_kj_mol=172.4
C -0.59 0.34 1.33 -0.602
C -0.06 -0.15 -0.04 -0.495
H -1.69 0.09 1.05 0.095
N 1.18 -0.19 -0.11 0.112
N 1.37 -0.20 -1.52 0.030
N 0.27 -0.35 -2.15 0.064
O -0.74 -0.21 -1.20 0.025
S 0.26 0.68 2.64 0.770

# 9
9
Properties=species:S:1:pos:R:3:lowdin_charge:R:1 method="wB97M-V/def2-TZVPD" gap_ev=8.96 e_above_lowest_kj_mol=18.0
C 0.05 1.02 0.50 -1.199
C -1.13 1.28 0.01 -0.323
C 0.37 -1.32 -0.58 -1.341
O -2.14 1.28 -0.53 0.223
O 0.32 -1.05 -1.73 -0.015
Cl 0.26 0.53 2.17 0.623
Cl 1.37 1.73 -0.36 0.684
Cl -0.98 -2.00 0.28 0.677
Cl 1.88 -1.49 0.24 0.670

# 10
126
Properties=species:S:1:pos:R:3:lowdin_charge:R:1 method="wB97M-V/def2-TZVPD" gap_ev=8.14
C -0.72 1.65 5.85 -0.127
C -1.05 0.99 4.50 -0.314
N -2.12 -0.02 4.54 -0.231
C -2.29 -0.68 3.24 -0.247
C -2.75 0.28 2.13 -0.234
Si -1.41 0.86 0.95 0.782
C -1.95 2.31 -0.10 -0.297
C -0.70 3.13 -0.54 -0.151
C -0.82 -0.51 -0.30 -0.454
F 0.51 -0.25 -0.54 -0.005
F -1.46 -0.43 -1.49 0.039
C -0.86 -1.98 0.16 -0.639
F -0.56 -2.78 -0.86 0.067
F 0.08 -2.22 1.07 0.098
F -2.05 -2.34 0.59 0.186
C -1.71 -1.14 5.47 -0.486
C -0.39 -1.83 5.17 -0.040
O -2.35 -1.48 6.43 -0.024
H 0.36 1.74 5.92 0.061
H -1.05 1.07 6.71 0.034
H -1.15 2.64 5.93 0.049
H -1.42 1.77 3.83 0.072
H -0.15 0.60 4.01 0.087
H -1.38 -1.20 2.91 0.082
H -3.05 -1.46 3.37 0.134
H -3.29 1.15 2.52 0.089
H -3.49 -0.25 1.53 0.083
H -0.26 1.33 1.74 0.005
H -2.51 1.99 -0.98 0.068
H -2.59 2.95 0.52 0.073
H -0.85 4.20 -0.39 0.070
H 0.18 2.88 0.06 0.034
H -0.42 2.92 -1.57 0.057
H 0.02 -1.49 4.23 0.001
H -0.58 -2.90 5.11 0.099
H 0.35 -1.60 5.93 0.094
C 1.27 4.96 4.65 -1.611
Br -0.39 5.68 5.31 0.576
Br 0.95 3.47 3.48 0.665
Br 2.36 6.30 3.82 0.560
H 1.81 4.58 5.51 -0.025
C -5.63 1.03 6.63 -1.525
Br -6.11 2.90 6.93 0.525
Br -3.72 0.63 6.49 0.842
Br -6.52 -0.12 7.91 0.592
H -6.03 0.79 5.66 -0.037
C -2.80 9.02 5.35 -1.660
Br -3.54 7.40 6.09 0.549
Br -2.50 8.86 3.46 0.565
Br -3.88 10.55 5.78 0.580
H -1.84 9.17 5.81 -0.031
C -1.87 0.56 -5.34 -1.655
Br -1.72 2.44 -4.97 0.579
Br -3.66 -0.08 -5.02 0.577
Br -1.27 0.13 -7.11 0.576
H -1.23 0.05 -4.64 -0.129
C 1.75 -1.51 -4.01 -1.594
Br 1.87 0.38 -3.66 0.607
Br -0.02 -2.18 -3.68 0.712
Br 2.35 -1.95 -5.78 0.572
H 2.41 -2.01 -3.31 -0.129
C -2.89 2.34 10.64 -1.614
Br -1.08 1.80 10.26 0.577
Br -2.96 4.07 11.48 0.561
Br -4.01 2.25 9.08 0.528
H -3.29 1.63 11.35 -0.051
C 3.84 -3.17 5.03 -1.621
Br 3.28 -4.68 6.09 0.620
Br 2.51 -2.70 3.73 0.639
Br 4.31 -1.67 6.14 0.584
H 4.73 -3.47 4.50 -0.034
C 4.96 0.63 -7.00 -1.659
Br 4.03 1.11 -8.62 0.566
Br 6.65 -0.20 -7.37 0.552
Br 5.15 2.14 -5.82 0.567
H 4.35 -0.10 -6.49 -0.111
C 4.56 -2.89 -0.70 -1.610
Br 2.67 -2.75 -0.34 0.663
Br 5.22 -4.65 -0.35 0.590
Br 4.99 -2.32 -2.49 0.630
H 5.06 -2.21 -0.03 -0.027
C 10.72 -1.78 -7.58 -1.650
Br 9.23 -2.79 -8.24 0.553
Br 10.66 0.05 -8.19 0.566
Br 10.87 -1.89 -5.67 0.572
H 11.62 -2.22 -8.00 -0.032
C -7.18 1.54 -4.95 -1.678
Br -8.91 0.77 -4.66 0.574
Br -7.13 2.60 -6.55 0.576
Br -6.54 2.51 -3.42 0.576
H -6.49 0.71 -5.09 -0.114
C 1.08 -4.13 -8.99 -1.615
Br 2.52 -2.88 -9.26 0.552
Br 0.95 -5.37 -10.45 0.569
Br 1.22 -5.04 -7.30 0.568
H 0.16 -3.56 -8.97 -0.025
C -7.00 1.01 11.45 -1.670
Br -5.93 -0.55 11.80 0.565
Br -8.87 0.68 11.75 0.581
Br -6.38 2.53 12.44 0.576
H -6.88 1.25 10.40 -0.103
C 6.99 -4.69 7.15 -1.673
Br 8.09 -4.44 5.60 0.568
Br 7.26 -6.41 7.96 0.584
Br 7.21 -3.26 8.42 0.564
H 5.96 -4.65 6.82 -0.120
C 4.86 9.30 2.60 -1.652
Br 3.20 10.03 3.25 0.560
Br 4.55 7.80 1.43 0.550
Br 5.94 10.65 1.75 0.580
H 5.41 8.94 3.45 -0.028
C 3.59 -8.46 -9.98 -1.666
Br 5.06 -7.25 -10.24 0.563
Br 3.44 -9.71 -11.44 0.568
Br 3.69 -9.36 -8.28 0.570
H 2.69 -7.87 -9.98 -0.081
C -7.48 -1.55 -7.58 -1.648
Br -7.05 -2.23 -5.83 0.561
Br -5.93 -0.86 -8.46 0.563
Br -8.39 -2.87 -8.64 0.591
H -8.17 -0.73 -7.43 -0.052
C 0.28 -4.35 -14.75 -1.646
Br 1.24 -5.93 -14.21 0.554
Br -1.57 -4.74 -15.11 0.576
Br 0.48 -2.92 -13.48 0.558
H 0.72 -4.02 -15.68 -0.032

# 11
100
Properties=species:S:1:pos:R:3:lowdin_spin:R:1 method="wB97M-V/def2-TZVPD" gap_ev="6.06 / 6.09" spin_multiplicity=2 s_squared=0.767 e_above_lowest_kj_mol=210.7 total_charge=-2
Ru -0.51 0.37 0.43 0.848
O 1.38 -1.10 0.75 0.023
C 1.82 -1.45 2.05 0.001
C 1.10 -0.46 3.01 0.004
O 1.64 -0.13 4.06 0.004
O -0.08 -0.18 2.63 0.023
C 3.35 -1.42 2.11 0.000
C 4.08 -1.36 0.92 0.000
C 5.47 -1.40 0.95 0.000
C 6.14 -1.46 2.16 0.000
C 5.42 -1.50 3.34 0.000
C 4.03 -1.50 3.32 0.000
C 1.36 -2.87 2.41 0.000
C 0.65 -3.15 3.57 0.000
C 0.27 -4.45 3.88 0.000
C 0.62 -5.50 3.04 0.000
C 1.33 -5.23 1.87 0.000
C 1.69 -3.93 1.56 0.000
H 1.26 -1.87 0.14 0.000
H 3.56 -1.29 -0.02 0.000
H 6.02 -1.38 0.02 0.000
H 7.23 -1.47 2.18 0.000
H 5.93 -1.55 4.30 0.000
H 3.46 -1.55 4.24 0.000
H 0.39 -2.34 4.25 0.000
H -0.29 -4.65 4.79 0.000
H 0.33 -6.51 3.28 0.000
H 1.59 -6.04 1.20 0.000
H 2.26 -3.74 0.66 0.000
S 0.07 2.54 -3.61 0.036
C -0.17 1.63 -2.25 0.008
S -1.69 1.16 -1.62 -0.028
S 1.08 1.01 -1.25 0.067
C 3.55 -6.92 -4.97 0.000
C 2.74 -5.91 -4.21 0.000
C 2.86 -4.55 -4.46 0.000
C 2.14 -3.59 -3.75 0.000
C 2.31 -2.14 -4.06 0.000
C 1.24 -4.01 -2.75 0.000
Se 0.21 -2.71 -1.78 0.000
C 1.09 -5.39 -2.51 0.000
C 0.09 -5.89 -1.49 0.000
C 1.84 -6.31 -3.23 0.000
H 4.17 -6.44 -5.73 0.000
H 2.91 -7.65 -5.47 0.000
H 4.22 -7.48 -4.30 0.000
H 3.55 -4.21 -5.23 0.000
H 3.06 -1.99 -4.84 0.000
H 2.60 -1.57 -3.18 0.000
H 1.36 -1.70 -4.39 0.000
H 0.20 -5.35 -0.55 0.000
H 0.21 -6.96 -1.32 0.000
H -0.93 -5.69 -1.83 0.000
H 1.71 -7.37 -3.03 0.000
C -1.58 6.15 -1.32 -0.001
C -2.60 5.73 -0.47 0.000
C -2.40 4.63 0.36 -0.001
C -1.20 3.93 0.36 0.001
C -0.19 4.36 -0.50 0.000
C -0.38 5.45 -1.33 0.000
Si -1.00 2.40 1.47 0.000
C 0.38 2.80 2.69 -0.002
C 0.10 3.08 4.03 -0.001
C 1.11 3.29 4.95 0.000
C 2.44 3.21 4.56 0.000
C 2.74 2.94 3.23 0.000
C 1.72 2.73 2.31 0.001
H -1.73 7.00 -1.97 0.000
H -3.54 6.27 -0.44 0.000
H -3.21 4.30 1.01 0.000
H 0.75 3.82 -0.55 0.000
H 0.42 5.76 -2.01 0.000
H -2.24 2.53 2.31 -0.003
H -0.94 3.13 4.35 0.000
H 0.86 3.49 5.99 0.000
H 3.23 3.34 5.29 0.000
H 3.78 2.87 2.92 0.000
H 1.98 2.48 1.29 0.001
C -3.74 -3.42 2.47 0.000
N -3.65 -3.58 1.02 0.001
C -4.83 -2.96 0.42 0.000
N -5.01 -1.56 0.77 0.000
C -5.06 -1.45 2.23 0.000
N -3.91 -2.03 2.90 0.003
C -2.69 -1.26 2.63 0.005
P -2.25 -1.19 0.83 0.008
C -2.40 -3.01 0.48 0.000
C -3.94 -0.73 0.20 -0.001
H -2.84 -3.82 2.93 0.000
H -4.60 -3.99 2.82 0.000
H -5.71 -3.51 0.76 0.000
H -4.76 -3.05 -0.67 0.000
H -5.96 -1.98 2.57 0.000
H -5.13 -0.40 2.51 0.000
H -1.85 -1.70 3.17 0.000
H -2.81 -0.24 2.99 0.000
H -1.54 -3.53 0.89 0.000
H -2.38 -3.15 -0.60 0.000
H -3.94 -0.85 -0.88 0.000
H -4.12 0.32 0.42 0.000

# 12
31
Properties=species:S:1:pos:R:3:lowdin_charge:R:1 method="wB97M-V/def2-TZVPD" gap_ev=9.37 e_above_lowest_kj_mol=0.0 total_charge=+2
C -0.36 -1.46 1.59 -0.101
C 0.89 -1.63 3.61 -0.067
C 0.84 -1.32 2.28 -0.152
C 1.93 -0.80 1.43 -0.166
C 0.32 1.87 -1.87 -0.206
C 1.83 -0.92 0.14 0.005
C 3.11 -0.07 2.02 0.008
C -1.24 0.09 -1.96 -0.162
C -2.37 0.66 -1.08 -0.143
N -1.30 -1.46 0.93 0.222
N 0.08 0.64 -1.65 -0.001
N 1.79 -1.09 -1.09 0.241
N -3.19 -0.45 -0.54 0.138
O 1.86 -1.55 4.46 0.159
O -0.59 2.72 -2.30 0.138
H -0.03 -2.00 4.07 0.166
H 1.32 2.23 -1.67 0.161
H 3.81 -0.78 2.45 0.106
H 2.78 0.65 2.77 0.112
H 3.65 0.47 1.25 0.103
H -1.17 -0.98 -1.79 0.114
H -1.45 0.27 -3.01 0.140
H -3.00 1.35 -1.64 0.136
H -1.95 1.20 -0.23 0.134
H 1.12 -0.34 -1.59 0.068
H 2.71 -1.24 4.11 0.123
H 2.23 -1.87 -1.56 0.170
H -3.60 -1.02 -1.29 0.175
H -3.96 -0.10 0.05 0.175
H -2.53 -1.05 0.07 0.047
H -0.26 3.61 -2.48 0.155